[1]
This record from OMol25 describes an isolated molecule of C23H26BrClN2O2S. The level of theory is wB97M-V/def2-TZVPD.

Its total charge is 0. For the energy above the lowest of the compared OMol25 structures with the same formula, charge and spin, the calculation gives 6.1 kcal per mole. Its HOMO-LUMO gap is 8.62 eV. The value obtained for the molar mass is 509.9 g/mol. Its SMILES is Cc1ccc(NC(=S)N(Cc2cccc(Br)c2)C[C@H]2CC[C@H](C(=O)O)CC2)cc1Cl. Its maximum force is 0.015 hartree/bohr. As for the highest occupied orbital energy: -8.3 eV.

Last column: Löwdin charge in e.
Element x y z (Å)
1 C 1.7445 -2.5639 5.0263  -0.08
2 C 1.5325 -2.5261 3.5471  -0.30
3 C 2.2156 -3.3785 2.6864  -0.03
4 C 2.0259 -3.3421 1.3199  -0.01
5 C 1.1295 -2.4342 0.7581  -0.25
6 N 0.9521 -2.4285 -0.6235  0.06
7 C 0.2093 -1.5565 -1.3850  -0.83
8 S -0.7251 -2.2036 -2.5894  0.68
9 N 0.3238 -0.2281 -1.1523  -0.12
10 C 1.5229 0.3410 -0.5757  -0.10
11 C 2.7005 0.3628 -1.5271  -0.18
12 C 2.6042 -0.0271 -2.8552  -0.02
13 C 3.7170 0.0150 -3.6798  -0.06
14 C 4.9380 0.4468 -3.1962  -0.13
15 C 5.0255 0.8340 -1.8696  -0.67
16 Br 6.6985 1.4305 -1.1744  0.72
17 C 3.9260 0.7958 -1.0340  -0.09
18 C -0.5690 0.7070 -1.8084  -0.17
19 C -1.6270 1.2399 -0.8310  -0.30
20 C -2.6600 0.1618 -0.5001  -0.16
21 C -3.6958 0.6884 0.4887  -0.14
22 C -4.4027 1.9133 -0.1015  -0.24
23 C -5.4684 2.4673 0.8340  -0.51
24 O -6.6152 2.6031 0.5214  0.13
25 O -5.0437 2.8227 2.0585  0.12
26 C -3.3800 3.0023 -0.4495  -0.14
27 C -2.3359 2.4588 -1.4218  -0.15
28 C 0.4173 -1.5863 1.6044  -0.06
29 C 0.6294 -1.6388 2.9694  -0.60
30 Cl -0.2781 -0.5577 3.9726  0.71
31 H 0.8132 -2.8085 5.5361  0.08
32 H 2.0710 -1.5894 5.3880  0.08
33 H 2.4932 -3.3056 5.2889  0.08
34 H 2.9155 -4.0873 3.1023  0.11
35 H 2.5702 -4.0175 0.6776  0.12
36 H 1.0454 -3.3371 -1.0608  0.12
37 H 1.8177 -0.2004 0.3269  0.11
38 H 1.2905 1.3665 -0.2727  0.14
39 H 1.6654 -0.3725 -3.2583  0.10
40 H 3.6301 -0.2922 -4.7105  0.11
41 H 5.8073 0.4820 -3.8339  0.10
42 H 4.0181 1.0995 -0.0018  0.11
43 H -1.0630 0.1970 -2.6383  0.07
44 H 0.0204 1.5343 -2.2124  0.13
45 H -1.1214 1.5440 0.0950  0.15
46 H -2.1703 -0.7192 -0.0812  0.10
47 H -3.1577 -0.1508 -1.4195  0.13
48 H -3.1915 0.9433 1.4268  0.12
49 H -4.4292 -0.0901 0.7062  0.13
50 H -4.9211 1.6134 -1.0170  0.16
51 H -4.1010 2.6506 2.1841  0.10
52 H -2.8760 3.3544 0.4561  0.12
53 H -3.8933 3.8553 -0.8970  0.13
54 H -1.6085 3.2415 -1.6482  0.12
55 H -2.8217 2.1724 -2.3561  0.13
56 H -0.3152 -0.9025 1.2072  0.09

[2]
This record from OMol25 describes a structure of composition C23H26BrCoN2O3. The level of theory is wB97M-V/def2-TZVPD.

Its total charge is +1. Its HOMO-LUMO gap (alpha / beta) is 8.28 / 8.02 eV. The value obtained for the molar mass is 517.3 g/mol. Its maximum force is 0.016 hartree/bohr. Its spin multiplicity is 4. As for the highest occupied orbital energy (alpha / beta): -10.3 / -10.4 eV.

Last column: Löwdin charge in e.
Element x y z (Å)
1 Co 0.3136 -0.0517 -0.1442  0.59
2 C 2.1270 2.5282 1.0289  -0.07
3 O 1.0055 1.6857 1.2256  -0.25
4 C -0.1707 2.3249 1.6955  -0.15
5 C -1.1665 2.6427 0.5628  -0.14
6 O -1.1817 1.5537 -0.3453  -0.25
7 C -2.4134 1.1914 -0.9428  -0.15
8 C -2.0822 0.2672 -2.1137  -0.17
9 O -1.2484 -0.7857 -1.6586  -0.25
10 C -0.8599 -1.6522 -2.7111  -0.07
11 H 2.3429 3.0894 1.9423  0.10
12 H 1.9836 3.2273 0.2021  0.10
13 H 2.9670 1.8704 0.8135  0.09
14 H 0.0724 3.2407 2.2396  0.14
15 H -0.6230 1.6077 2.3832  0.11
16 H -0.8523 3.5409 0.0152  0.13
17 H -2.1571 2.8174 0.9948  0.14
18 H -2.9467 2.0762 -1.3138  0.14
19 H -3.0559 0.6599 -0.2288  0.13
20 H -1.5632 0.8230 -2.9041  0.12
21 H -3.0141 -0.1470 -2.5199  0.14
22 H -1.7271 -1.9393 -3.3157  0.10
23 H -0.4373 -2.5415 -2.2467  0.09
24 H -0.1135 -1.1814 -3.3584  0.10
25 Br 2.0346 -1.9148 -0.1047  0.94
26 C 1.1362 -2.9074 1.2873  -0.52
27 C 1.6664 -4.1027 1.6827  -0.12
28 C 1.0124 -4.8396 2.6787  -0.06
29 C -0.1338 -4.3515 3.2419  -0.02
30 C -0.6752 -3.1133 2.8427  -0.16
31 C -1.8555 -2.6114 3.4256  -0.03
32 C -2.3739 -1.4176 3.0108  -0.07
33 C -1.7321 -0.6750 2.0093  -0.13
34 C -0.5703 -1.0987 1.3974  -0.14
35 C -0.0349 -2.3441 1.8243  -0.23
36 H 2.5729 -4.4741 1.2303  0.10
37 H 1.4235 -5.7874 2.9881  0.11
38 H -0.6528 -4.9135 4.0030  0.12
39 H -2.3428 -3.1834 4.1979  0.11
40 H -3.2867 -1.0298 3.4423  0.11
41 H -2.1965 0.2598 1.7301  0.07
42 N 3.4124 1.6196 -2.7923  0.15
43 C 2.7574 0.7722 -1.9741  -0.18
44 N 1.5006 1.0852 -1.7880  0.09
45 C 1.2996 2.2295 -2.5443  -0.21
46 C 0.1732 3.0151 -2.7787  -0.02
47 C 0.2922 4.0929 -3.6308  -0.07
48 C 1.5016 4.4184 -4.2486  -0.07
49 C 2.6356 3.6679 -4.0301  0.00
50 C 2.5116 2.5759 -3.1837  -0.19
51 H 4.3796 1.5632 -3.0667  0.17
52 H 3.2523 -0.0817 -1.5586  0.07
53 H -0.7728 2.7942 -2.3202  0.08
54 H -0.5751 4.7023 -3.8342  0.11
55 H 1.5472 5.2666 -4.9100  0.11
56 H 3.5758 3.8995 -4.5065  0.12

[3]
This record from OMol25 describes a structure of composition C23H26BrN4OSSc. The level of theory is wB97M-V/def2-TZVPD.

Its total charge is +2. Its HOMO-LUMO gap is 7.43 eV. The value obtained for the molar mass is 531.4 g/mol. Its maximum force is 0.026 hartree/bohr. As for the highest occupied orbital energy: -13.8 eV.

Last column: Löwdin charge in e.
Element x y z (Å)
1 Sc 0.6915 -0.0105 -1.0992  0.95
2 Br 1.1445 -0.7356 -3.6323  0.85
3 C 0.4627 1.0203 -4.3397  -0.45
4 C 0.4519 1.1632 -5.6952  -0.09
5 C -0.0163 2.3694 -6.2441  -0.04
6 C -0.4771 3.3561 -5.4180  0.00
7 C -0.4584 3.2113 -4.0122  -0.14
8 C -0.9227 4.2381 -3.1625  0.01
9 C -0.8391 4.1126 -1.8047  -0.05
10 C -0.3035 2.9469 -1.2277  -0.12
11 C 0.1375 1.8704 -1.9874  -0.22
12 C 0.0481 2.0087 -3.4159  -0.23
13 H 0.7951 0.3726 -6.3431  0.12
14 H -0.0070 2.4936 -7.3161  0.12
15 H -0.8625 4.2748 -5.8338  0.13
16 H -1.3401 5.1273 -3.6096  0.13
17 H -1.1816 4.9011 -1.1531  0.12
18 H -0.2311 2.9193 -0.1383  0.09
19 C -2.9655 -2.3845 -1.7153  -0.18
20 S -2.5319 -0.9193 -0.7443  1.11
21 O -0.9745 -0.9140 -0.7954  -0.62
22 C -2.8616 -1.4213 0.9557  -0.39
23 C -3.2978 -0.3832 1.7735  -0.08
24 C -3.5220 -0.6176 3.1192  -0.04
25 C -3.3026 -1.8838 3.6416  -0.03
26 C -2.8797 -2.9168 2.8180  -0.04
27 C -2.6550 -2.6948 1.4678  -0.07
28 H -2.3766 -3.2501 -1.4267  0.07
29 H -2.7801 -2.1395 -2.7589  0.07
30 H -4.0282 -2.5690 -1.5834  0.08
31 H -3.4794 0.5895 1.3395  0.11
32 H -3.8697 0.1825 3.7534  0.12
33 H -3.4854 -2.0696 4.6885  0.12
34 H -2.7413 -3.9066 3.2237  0.12
35 H -2.3543 -3.5163 0.8347  0.11
36 C 2.7874 -1.7829 0.9414  -0.14
37 N 1.8071 -0.6372 0.7444  -0.18
38 C 2.5708 0.6304 1.1055  -0.17
39 N 3.1146 0.5853 2.4260  -0.08
40 C 4.0403 -0.5415 2.5278  -0.13
41 N 3.3359 -1.7885 2.2639  -0.08
42 C 2.2767 -1.9470 3.2511  -0.14
43 N 1.3306 -0.8380 3.1466  -0.08
44 C 0.7603 -0.8209 1.8345  -0.18
45 C 2.0384 0.4138 3.3956  -0.14
46 H 3.5967 -1.6808 0.2043  0.14
47 H 2.2493 -2.7261 0.7742  0.14
48 H 1.8701 1.4843 1.0297  0.13
49 H 3.3922 0.7657 0.3848  0.15
50 H 4.4633 -0.5679 3.5320  0.14
51 H 4.8452 -0.4085 1.8020  0.14
52 H 2.7151 -1.9637 4.2496  0.14
53 H 1.7433 -2.8853 3.0871  0.14
54 H 0.0301 0.0068 1.7671  0.13
55 H 0.2468 -1.7758 1.6525  0.13
56 H 2.4627 0.4009 4.3998  0.14
57 H 1.3368 1.2518 3.3213  0.14